# 1
An isolated molecule of C4H9BO in a non-equilibrium geometry. Source: the Open Molecules 2025 dataset; level of theory: ωB97M-V with the def2-TZVPD basis set.

## Properties
- structure (SMILES) = CB1CCCO1
- calculated total energy (eV) = -7018.49132

CARTESIAN COORDINATES (ANGSTROEM)
O 0.3804 -1.2421 -0.2859
C -0.0248 1.0912 0.2994
C -2.0327 -1.0108 0.9452
C 1.4808 -0.5275 -0.8206
C 1.1263 0.9915 -0.7521
B -0.5578 -0.4742 0.2588
H 0.7717 1.4370 -1.8099
H -2.1983 -0.6444 1.9738
H 1.7566 -0.9989 -1.7694
H -1.9391 -2.1033 1.0258
H 0.3844 1.3210 1.2328
H 2.3607 -0.6895 -0.1668
H -0.6358 1.9467 0.0100
H -2.8453 -0.6978 0.3451
H 1.9729 1.6010 -0.4863

Atomic partial charges in e from the natural (NBO) method, atoms 1 to 5: -0.68 -0.76 -0.95 -0.07 -0.42

=====

# 2
A structure of composition C16H27Cl2HoO2P2 in a non-equilibrium geometry. Source: the Open Molecules 2025 dataset; level of theory: ωB97M-V with the def2-TZVPD basis set.

## Properties
- calculated total energy (eV) = -90530.37516
- charge = +2
- spin multiplicity = 5

CARTESIAN COORDINATES (ANGSTROEM)
Ho -0.3025 0.3028 -0.1256
Cl 0.5816 1.9905 2.5197
Cl -2.1985 0.1757 -1.8372
P -0.2126 2.9676 -0.9173
P 0.0199 -2.3989 -0.9882
O 3.1625 0.0001 0.7551
O 1.2810 0.3218 -2.0956
C 0.3787 0.4940 3.3866
C 2.0273 0.0044 0.5306
C 0.4225 -2.0884 4.3916
C -1.3155 -3.3409 -0.1659
C 0.2612 0.2698 -2.7665
C 1.3263 3.8235 -0.4923
C -0.6027 -0.4088 2.9206
C -0.6412 3.6116 -2.5671
C -0.0616 0.2405 -4.1504
C 1.5124 -3.2475 -0.3519
C 1.3103 -1.1355 4.9015
C -0.1713 -3.0983 -2.6702
C -1.5970 0.0036 1.9385
C -1.5052 3.7871 0.0790
C -0.5251 -1.7429 3.4302
C 1.2763 0.1681 4.3911
H 0.1869 3.4620 -3.2711
H -2.4782 3.3025 -0.1108
H -1.2857 3.7126 1.1519
H 0.8154 0.1483 -4.8309
H -2.3379 -0.7728 1.7134
H -1.2276 -2.4819 3.0201
H -0.8679 4.6870 -2.4765
H -2.2762 -2.8578 -0.3790
H -0.7235 -0.6252 -4.3061
H 1.9570 0.9317 4.7565
H 1.1699 4.9111 -0.5248
H -1.5264 3.0811 -2.9473
H 1.6560 3.5279 0.5089
H 2.1105 3.5388 -1.2079
H 0.6601 -2.8323 -3.3270
H 1.9925 -1.3804 5.7260
H -1.5560 4.8413 -0.2315
H 1.6015 -3.0573 0.7257
H 0.4594 -3.1164 4.7545
H -1.3240 -4.3669 -0.5641
H -1.1706 -3.3584 0.9196
H -0.2480 -4.1927 -2.6078
H 2.4104 -2.8429 -0.8293
H -1.0918 -2.7080 -3.1167
H 1.4570 -4.3359 -0.5242
H -2.1264 0.9289 2.2132
H -0.6632 1.1555 -4.3511

Atomic partial charges in e from the natural (NBO) method, atoms 1 to 5: 1.22 0.05 -0.26 0.78 0.79

=====

# 3
A structure of composition C3H4HgO3 in a non-equilibrium geometry. Source: the Open Molecules 2025 dataset; level of theory: ωB97M-V with the def2-TZVPD basis set.

## Properties
- calculated total energy (eV) = -13486.02872

CARTESIAN COORDINATES (ANGSTROEM)
Hg -1.0738 -0.0015 1.2379
O 1.8730 2.1643 0.3019
O 0.0787 1.1475 -0.4382
O 0.7193 0.7857 1.6479
C -1.1837 -0.4477 -0.7532
C 0.8929 1.3047 0.5200
C -0.8254 -1.7955 -0.4104
H -1.6242 -2.5438 -0.5336
H -1.7867 -0.2858 -1.6560
H 2.7085 1.7914 0.6112
H 0.2213 -2.1193 -0.5273

Atomic partial charges in e from the natural (NBO) method, atoms 1 to 5: 1.01 -0.68 -0.70 -0.82 -0.32